Entry from OMol25: C2H3I2NO as an isolated structure in a non-equilibrium geometry (ωB97M-V/def2-TZVPD).

Geometry as ORCA input:
```
! RIJCOSX wB97M-V def2-TZVPD def2/J DEFGRID3
* xyz 0 1
C -0.29570 0.49970 1.54949
C -0.13285 -0.75457 -1.67115
N -0.00401 -0.08342 0.35997
O 0.53934 0.44094 2.45480
I 1.21460 -2.28051 -1.69580
I -2.07029 -1.10543 -2.07443
H -1.29294 0.87494 1.77661
H 0.32439 0.16754 -2.26414
H 0.88367 -0.44064 0.42026
*
```

The electronic energy is -803.254203 Eh. As for the HOMO-LUMO gap: 7.620 eV.

---

Entry from OMol25: an isolated ion of composition C2H3IN and charge +1 in a non-equilibrium geometry (ωB97M-V/def2-TZVPD).

Geometry as ORCA input:
```
! RIJCOSX wB97M-V def2-TZVPD def2/J DEFGRID3
* xyz 1 1
C 0.45718 1.79470 0.24415
C -0.88409 -2.15488 -0.27296
N 0.14025 -1.64622 -0.10188
I 1.74902 0.30246 -0.26128
H 0.68550 2.24571 1.10433
H -0.23046 2.10417 -0.54212
H -1.91740 -2.64594 -0.17025
*
```

The electronic energy is -430.036090 Eh. As for the HOMO-LUMO gap (spin up / spin down): 7.904 / 8.502 eV.